[1]
Molecular formula: C51H57CoF5N2OP2S2Si
Method: DFT, ωB97M-V with the def2-TZVPD basis set

Values from the calculation:
- ΔE to the lowest compared entry with this formula, charge and spin: 0.00 kcal per mole
- Multiplicity: 2
- LUMO (spin up / spin down): 3.855 / 3.855 eV
- F_max: 0.011 hartree/bohr
- Net charge: -2

Each line ends with the Löwdin charge.
Cartesian coordinates (Å):
Co  -0.88254  -0.88640  0.89889  -0.227
C  -1.61107  1.59744  3.70176  -0.206
Si  -0.53566  0.85708  2.33706  0.597
C  1.12710  0.45565  3.21396  -0.262
C  1.26499  0.55843  4.60129  -0.099
C  2.35177  0.01217  5.28038  -0.099
C  3.32209  -0.67054  4.56934  -0.096
C  3.22300  -0.76629  3.18374  -0.099
C  2.15456  -0.19421  2.49526  -0.345
P  1.91429  -0.27708  0.66698  1.150
C  2.90790  1.23798  0.17933  -0.399
C  4.35200  1.41663  0.65787  -0.198
C  4.72584  2.90778  0.58315  -0.186
C  4.10462  3.59864  -0.64820  -0.199
C  3.87664  2.58514  -1.76666  -0.192
C  2.84001  1.53204  -1.33534  -0.191
C  2.80598  -1.79282  0.07773  -0.401
C  4.34455  -1.95161  0.25183  -0.193
C  5.08151  -1.95172  -1.08630  -0.213
C  4.63413  -3.12523  -1.97012  -0.201
C  3.12550  -3.40568  -1.80657  -0.187
C  2.38622  -2.14315  -1.36669  -0.240
C  -0.16168  2.41670  1.26804  -0.298
C  0.41758  3.58528  1.77911  -0.099
C  0.67122  4.68190  0.96847  -0.109
C  0.32388  4.63715  -0.37983  -0.104
C  -0.26909  3.49552  -0.90181  -0.106
C  -0.50256  2.37952  -0.09031  -0.342
P  -1.35586  0.82320  -0.60423  1.047
C  -3.11301  1.41729  -0.72588  -0.402
C  -3.59405  1.84906  0.66558  -0.253
C  -5.08976  2.14870  0.66561  -0.194
C  -5.43895  3.22707  -0.35801  -0.216
C  -4.93830  2.83179  -1.74502  -0.203
C  -3.43556  2.53361  -1.72865  -0.197
C  -0.77946  0.38825  -2.30670  -0.396
C  -0.35709  1.43598  -3.35125  -0.212
C  -0.14237  0.72618  -4.69020  -0.194
C  -1.47823  0.23124  -5.27261  -0.195
C  -2.48363  -0.10852  -4.15980  -0.187
C  -1.77909  -0.64035  -2.91333  -0.212
H  -1.06360  2.38829  4.22922  0.018
H  -1.91676  0.83791  4.42841  0.023
H  -2.51530  2.03818  3.27217  0.011
H  0.47579  1.03068  5.17888  0.085
H  2.41104  0.07978  6.36112  0.092
H  4.14719  -1.14893  5.08531  0.097
H  3.97527  -1.33300  2.65443  0.083
H  2.32219  2.01640  0.68395  0.088
H  5.02735  0.83862  0.02068  0.098
H  4.48488  1.06022  1.67866  0.096
H  5.81553  3.00843  0.56159  0.099
H  4.38137  3.40678  1.49352  0.106
H  4.74226  4.41907  -0.98636  0.098
H  3.13968  4.03907  -0.37995  0.089
H  4.82890  2.09861  -2.00705  0.105
H  3.54338  3.08030  -2.68272  0.103
H  2.99493  0.62298  -1.91673  0.085
H  1.83682  1.89134  -1.57327  0.071
H  2.31120  -2.54105  0.70662  0.086
H  4.54163  -2.90289  0.76038  0.117
H  4.76579  -1.17925  0.88617  0.066
H  6.16130  -1.99391  -0.91895  0.103
H  4.88901  -1.00313  -1.60134  0.095
H  5.21269  -4.01845  -1.71139  0.099
H  4.86285  -2.89955  -3.01645  0.098
H  2.95940  -4.17540  -1.04665  0.116
H  2.70498  -3.79445  -2.73591  0.104
H  1.30756  -2.29418  -1.40941  0.019
H  2.62501  -1.34010  -2.07006  0.088
H  0.69503  3.62298  2.83008  0.101
H  1.13958  5.56988  1.37908  0.093
H  0.51150  5.49060  -1.02218  0.094
H  -0.55187  3.48497  -1.94555  0.079
H  -3.66901  0.51346  -1.00475  0.107
H  -3.04249  2.74865  0.97052  0.114
H  -3.38085  1.05893  1.38240  0.020
H  -5.40870  2.45286  1.66673  0.107
H  -5.62709  1.22277  0.42847  0.115
H  -4.95330  4.16706  -0.06294  0.109
H  -6.51673  3.41542  -0.37676  0.099
H  -5.15831  3.61777  -2.47337  0.101
H  -5.47130  1.93201  -2.07497  0.116
H  -2.89484  3.44483  -1.44627  0.107
H  -3.11500  2.26731  -2.73307  0.072
H  0.13442  -0.16086  -2.04992  0.076
H  0.56727  1.92213  -3.03674  0.080
H  -1.10174  2.22701  -3.48017  0.094
H  0.52750  -0.12467  -4.51831  0.112
H  0.36488  1.38419  -5.40057  0.100
H  -1.30356  -0.64973  -5.89618  0.102
H  -1.90007  0.99889  -5.92908  0.099
H  -3.20596  -0.84906  -4.50913  0.111
H  -3.06496  0.77933  -3.90409  0.084
H  -1.24299  -1.55764  -3.16314  0.103
H  -2.51643  -0.94747  -2.17914  0.068
S  -0.97201  -2.87033  -0.49439  0.689
C  -2.65826  -3.12345  -0.82077  -0.693
C  -3.06379  -3.93457  -1.88594  -0.088
C  -4.40339  -4.13748  -2.21244  -0.224
C  -4.74590  -4.97532  -3.33866  -0.206
N  -5.00242  -5.64956  -4.23694  0.116
C  -5.39233  -3.51208  -1.44452  -0.225
C  -5.01263  -2.71318  -0.37457  -0.088
C  -3.67089  -2.50223  -0.02036  -0.696
S  -3.26742  -1.51093  1.33609  0.654
C  -6.79496  -3.66894  -1.75961  -0.201
N  -7.91263  -3.79842  -2.00384  0.119
H  -2.29979  -4.41158  -2.48829  0.103
H  -5.78062  -2.23308  0.21855  0.099
F  0.86921  -4.27835  7.13134  0.065
C  0.69070  -3.77290  5.88819  -0.169
C  -0.40322  -2.98203  5.59240  -0.157
F  -1.29446  -2.70028  6.56399  0.086
C  -0.58199  -2.46639  4.32824  -0.138
F  -1.65947  -1.69349  4.11523  0.056
C  0.31972  -2.68944  3.26062  -0.293
O  0.20983  -2.16882  2.10025  -0.202
C  1.40862  -3.51735  3.61240  -0.138
F  2.34950  -3.78341  2.67847  0.075
C  1.59462  -4.03317  4.87766  -0.163
F  2.67920  -4.79109  5.14321  0.079

---

[2]
Molecular formula: C24H34Cl3FeN3O3PSi
Method: DFT, ωB97M-V with the def2-TZVPD basis set

Values from the calculation:
- ΔE to the lowest compared entry with this formula, charge and spin: 76.72 kcal per mole
- Multiplicity: 2
- LUMO (spin up / spin down): 0.045 / 0.175 eV
- F_max: 0.030 hartree/bohr
- Net charge: 0

Each line ends with the Löwdin charge.
Cartesian coordinates (Å):
Fe  -0.13302  -1.68002  0.08857  0.489
C  0.67600  -3.52627  2.32014  -0.123
N  -0.19051  -2.32625  2.20925  -0.220
C  -1.49143  -2.63927  2.84488  -0.180
C  -2.68536  -1.83690  2.37353  -0.156
C  -3.01305  -2.07569  0.91664  -0.200
N  -2.11419  -1.35516  0.00413  -0.016
C  -2.68389  -0.65595  -0.91550  -0.058
C  -2.06641  -0.04954  -2.04509  -0.166
C  -2.81024  0.82555  -2.85382  -0.043
C  -2.26558  1.38005  -3.98540  -0.100
C  -0.95015  1.01807  -4.33688  -0.082
C  -0.21117  0.15723  -3.56105  -0.005
C  -0.74727  -0.38112  -2.37552  -0.345
O  -0.03595  -1.19319  -1.65690  -0.200
C  0.51657  -1.26133  2.95766  -0.193
C  -0.17132  0.07020  3.20674  -0.140
C  -0.66093  0.87206  2.00248  -0.175
N  0.10712  0.64437  0.77663  -0.190
C  1.37777  1.37420  0.72831  -0.204
C  2.39984  0.72776  -0.20085  -0.129
C  3.32682  1.48898  -0.91695  -0.079
C  4.19449  0.92082  -1.83235  -0.099
C  4.14426  -0.44981  -2.05656  -0.084
C  3.26699  -1.22924  -1.32592  -0.003
C  2.41360  -0.66763  -0.37113  -0.314
O  1.67290  -1.47257  0.40501  -0.235
H  0.86407  -3.75511  3.37472  0.101
H  1.62212  -3.33453  1.82339  0.071
H  0.19539  -4.38719  1.86818  0.007
H  -1.39116  -2.52822  3.93002  0.130
H  -1.69527  -3.69127  2.65001  0.101
H  -2.57408  -0.77344  2.57162  0.086
H  -3.53634  -2.17561  2.97013  0.125
H  -4.05354  -1.81662  0.70968  0.118
H  -2.90043  -3.13476  0.71966  0.043
H  -3.76944  -0.55348  -0.86963  0.135
H  -3.83180  1.06005  -2.57002  0.112
H  -2.83898  2.05783  -4.60234  0.096
H  -0.50804  1.42829  -5.23749  0.106
H  0.80026  -0.12775  -3.82489  0.124
H  1.43062  -1.08557  2.40488  0.106
H  0.79396  -1.65705  3.94184  0.126
H  0.59201  0.63620  3.74686  0.117
H  -1.02235  -0.02176  3.88788  0.111
H  -0.66752  1.93009  2.29540  0.111
H  -1.67313  0.62090  1.69990  0.099
H  1.81771  1.54829  1.71766  0.138
H  3.35892  2.56361  -0.78093  0.085
H  4.88578  1.54708  -2.38215  0.098
H  4.79830  -0.90709  -2.78911  0.102
H  3.21831  -2.30470  -1.45331  0.110
C  0.70573  3.08383  -1.84737  -0.141
P  0.51615  2.89191  -0.06642  0.784
C  -0.98997  3.85856  0.32151  -0.173
C  1.65904  4.17493  0.61592  -0.215
O  -0.54687  1.39431  -0.23987  -0.290
H  1.10539  4.06939  -2.08704  0.063
H  -0.28614  2.95967  -2.28233  0.051
H  1.34782  2.30778  -2.25894  0.048
H  -0.89488  4.84084  -0.14781  0.055
H  -1.10638  4.00159  1.39676  0.048
H  -1.85854  3.33636  -0.06950  0.051
H  1.44864  5.16040  0.19360  0.045
H  2.71226  3.94235  0.45805  0.032
H  1.49393  4.22608  1.69666  0.049
Cl  -0.75168  -3.94788  -2.71068  0.275
Si  -0.22007  -3.89900  -0.72191  -0.506
Cl  -1.63099  -5.19838  0.14065  0.257
Cl  1.51530  -5.02025  -0.59334  0.260

---

Question: The highest net charge belongs to which entry?
Answer: C24H34Cl3FeN3O3PSi

---

Question: Among the records above, which one has the lowest F_max?
Answer: C51H57CoF5N2OP2S2Si

---

Question: Which of these has the highest ΔE to the lowest compared entry with this formula, charge and spin?
Answer: C24H34Cl3FeN3O3PSi